No. 1
{"formula": "C16H25N3O2S2", "method": "ωB97M-V/def2-TZVPD", "e_above_lowest_ev": 0.000, "homo_lumo_gap_ev": 8.35, "homo_energy_ev": -7.696, "max_force_ev_per_a": 1.06, "lumo_energy_ev": 0.650, "elements": ["C", "H", "H", "H", "C", "C", "C", "S", "C", "C", "C", "O", "O", "C", "H", "H", "H", "N", "C", "N", "C", "C", "N", "C", "H", "C", "H", "H", "H", "C", "C", "H", "H", "H", "H", "H", "H", "H", "H", "H", "S", "H", "C", "H", "H", "H", "H", "H"], "coordinates": [[0.967, 3.095, 4.262], [0.949, 4.048, 4.785], [1.255, 2.317, 4.966], [1.717, 3.145, 3.477], [-0.407, 2.791, 3.663], [-0.410, 1.459, 2.976], [-0.841, 0.324, 3.584], [-0.702, -1.093, 2.565], [-0.038, -0.138, 1.305], [0.066, 1.211, 1.644], [0.603, 2.152, 0.686], [0.963, 1.843, -0.450], [0.695, 3.417, 1.113], [1.221, 4.352, 0.188], [2.233, 4.068, -0.110], [0.595, 4.399, -0.706], [1.229, 5.311, 0.700], [0.351, -0.630, 0.097], [0.332, -1.923, -0.314], [0.862, -2.204, -1.518], [0.647, -3.494, -2.139], [0.386, -3.300, -3.653], [-0.205, -2.033, -3.999], [0.604, -0.904, -3.573], [-0.047, -0.076, -3.289], [1.530, -1.270, -2.396], [2.427, -1.774, -2.773], [1.855, -0.371, -1.873], [1.225, -0.569, -4.415], [-1.638, -1.893, -3.860], [-2.212, -1.729, -2.449], [-2.021, -2.603, -1.833], [-1.792, -0.856, -1.952], [-3.288, -1.592, -2.516], [-2.087, -2.774, -4.327], [-1.926, -1.022, -4.459], [-0.263, -4.100, -4.011], [1.334, -3.371, -4.198], [1.525, -4.133, -1.987], [-0.201, -3.971, -1.645], [-0.318, -3.107, 0.661], [0.690, 0.132, -0.508], [-1.401, 0.161, 4.954], [-2.325, 0.729, 5.067], [-1.618, -0.888, 5.139], [-0.695, 0.508, 5.709], [-0.672, 3.573, 2.953], [-1.153, 2.781, 4.460]]}



No. 2
{"formula": "C16H25NO3", "method": "ωB97M-V/def2-TZVPD", "e_above_lowest_ev": 5.656, "homo_lumo_gap_ev": 9.46, "homo_energy_ev": -8.777, "smiles": "CCCCOc1ccc([C@@H](C(=O)N(C)O)C(C)C)cc1", "max_force_ev_per_a": 4.77, "lumo_energy_ev": 0.684, "elements": ["O", "O", "O", "C", "C", "C", "C", "C", "C", "C", "N", "C", "C", "C", "C", "C", "C", "C", "C", "C", "H", "H", "H", "H", "H", "H", "H", "H", "H", "H", "H", "H", "H", "H", "H", "H", "H", "H", "H", "H", "H", "H", "H", "H", "H"], "coordinates": [[-2.069, -1.848, 2.764], [0.320, -3.385, 0.706], [1.422, 1.778, -1.857], [-1.463, -2.166, 1.757], [-0.066, 1.162, -0.182], [0.226, -0.292, -2.067], [-1.025, 0.238, 0.326], [-0.609, -1.187, -1.597], [0.559, 0.898, -1.384], [-1.195, -0.877, -0.355], [-0.279, -2.959, 1.889], [0.516, -3.082, 3.127], [4.486, 4.900, -0.234], [-3.992, -1.213, -1.115], [-4.743, -2.327, 0.816], [2.760, 1.835, -1.381], [-2.097, -1.928, 0.277], [4.226, 3.445, -0.191], [3.252, 3.239, -1.394], [-3.577, -1.440, 0.356], [0.644, -2.670, 0.076], [0.123, 2.148, 0.233], [0.646, -0.424, -3.020], [-1.579, 0.450, 1.234], [-0.770, -2.117, -2.064], [1.192, -3.961, 3.214], [-0.110, -3.328, 3.927], [1.080, -2.232, 3.349], [4.974, 4.960, -1.193], [5.259, 5.206, 0.553], [3.595, 5.469, -0.198], [-3.919, -2.187, -1.753], [-4.975, -0.831, -1.151], [-3.447, -0.377, -1.654], [-5.564, -1.660, 1.196], [-4.335, -2.931, 1.735], [-5.121, -3.079, 0.090], [2.871, 1.499, -0.313], [3.428, 1.263, -2.052], [-2.102, -2.860, -0.246], [3.723, 3.360, 0.741], [5.080, 2.812, -0.292], [2.449, 3.926, -1.231], [3.737, 3.313, -2.371], [-3.531, -0.540, 0.928]]}



No. 3
{"formula": "C16H25NO3", "method": "ωB97M-V/def2-TZVPD", "e_above_lowest_ev": 1.679, "homo_lumo_gap_ev": 8.97, "homo_energy_ev": -8.244, "smiles": "CC(C)(CO)NC[C@H](O)COc1ccc2c(c1)CCC2", "max_force_ev_per_a": 0.68, "lumo_energy_ev": 0.730, "elements": ["C", "H", "H", "H", "C", "N", "H", "C", "H", "H", "C", "C", "O", "C", "C", "C", "C", "C", "C", "H", "H", "C", "H", "H", "C", "H", "H", "C", "H", "H", "H", "H", "H", "O", "H", "H", "C", "H", "H", "H", "C", "O", "H", "H", "H"], "coordinates": [[3.070, 2.653, 2.130], [2.480, 3.251, 1.441], [3.657, 1.935, 1.564], [3.738, 3.322, 2.666], [2.171, 1.922, 3.128], [1.351, 0.933, 2.437], [0.810, 0.412, 3.122], [0.430, 1.385, 1.414], [0.995, 1.793, 0.572], [-0.280, 2.149, 1.766], [-0.387, 0.186, 0.926], [0.527, -0.919, 0.373], [-0.217, -2.070, 0.037], [-0.913, -2.113, -1.144], [-0.892, -1.127, -2.127], [-1.630, -1.327, -3.277], [-2.389, -2.476, -3.463], [-2.415, -3.452, -2.486], [-1.675, -3.266, -1.332], [-1.666, -4.013, -0.554], [-2.999, -4.351, -2.616], [-3.102, -2.430, -4.782], [-4.151, -2.161, -4.625], [-3.077, -3.384, -5.308], [-2.359, -1.320, -5.543], [-1.548, -1.761, -6.124], [-3.011, -0.779, -6.228], [-1.769, -0.408, -4.456], [-2.460, 0.403, -4.208], [-0.821, 0.040, -4.756], [-0.314, -0.223, -2.014], [1.208, -1.234, 1.167], [1.117, -0.551, -0.471], [-1.138, -0.316, 2.009], [-1.366, -1.232, 1.800], [-1.078, 0.520, 0.134], [3.045, 1.125, 4.108], [2.439, 0.702, 4.908], [3.523, 0.310, 3.573], [3.822, 1.752, 4.540], [1.314, 2.952, 3.909], [2.066, 3.841, 4.697], [2.546, 3.331, 5.358], [0.581, 2.409, 4.528], [0.768, 3.587, 3.208]]}



No. 4
{"formula": "C16H26B2N6O2Pt", "method": "ωB97M-V/def2-TZVPD", "homo_lumo_gap_ev": [8.24, 7.27], "homo_energy_ev": [-7.962, -8.424], "spin_multiplicity": 3, "max_force_ev_per_a": 3.87, "lumo_energy_ev": [0.280, -1.152], "elements": ["H", "N", "B", "N", "C", "Pt", "H", "C", "H", "C", "H", "C", "H", "H", "H", "N", "N", "N", "N", "C", "C", "H", "H", "C", "C", "C", "C", "H", "H", "H", "H", "H", "C", "C", "C", "O", "B", "O", "C", "C", "C", "H", "H", "H", "H", "H", "H", "H", "H", "H", "H", "H", "H"], "coordinates": [[1.316, 3.287, 0.027], [1.281, 1.704, -1.364], [0.327, 0.378, -3.467], [0.810, 1.623, -2.677], [0.842, 2.869, -3.198], [2.129, 0.341, -0.160], [0.683, 2.996, -4.261], [1.107, 3.765, -2.176], [1.204, 4.839, -2.275], [1.264, 3.016, -1.022], [0.386, 0.530, -4.658], [-1.432, -2.009, 2.451], [-2.117, -2.736, 2.910], [-0.441, -2.438, 2.381], [-1.837, -1.650, 1.504], [-1.227, 0.002, -3.180], [1.355, -0.687, -2.978], [-1.583, -0.169, -1.870], [1.843, -0.871, -1.692], [-2.346, -0.189, -3.953], [1.956, -1.606, -3.760], [-2.330, -0.103, -5.028], [1.846, -1.535, -4.829], [-3.416, -0.493, -3.104], [2.662, -2.491, -2.949], [-2.871, -0.473, -1.794], [2.469, -2.067, -1.639], [-4.438, -0.702, -3.330], [3.265, -3.321, -3.266], [-3.336, -0.661, -0.833], [2.680, -2.501, -0.676], [-1.311, -1.229, 3.137], [0.677, 2.714, 4.017], [1.768, 1.892, 3.349], [3.074, 2.665, 3.362], [1.324, 1.838, 2.010], [1.607, 0.530, 1.679], [1.455, -0.386, 2.723], [1.915, 0.389, 3.816], [3.332, -0.110, 4.120], [1.140, 0.109, 5.088], [0.957, 2.948, 5.044], [-0.292, 2.201, 4.022], [0.551, 3.662, 3.477], [2.948, 3.578, 2.765], [3.325, 2.932, 4.394], [3.889, 2.070, 2.931], [3.746, 0.428, 4.982], [3.246, -1.171, 4.396], [4.011, -0.049, 3.259], [0.100, 0.450, 5.117], [1.176, -0.946, 5.387], [1.678, 0.665, 5.862]]}